# 1
Entry from the Open Molecules 2025 dataset: a structure of composition C27H52AsF6KN6PSi2 (ωB97M-V with the def2-TZVPD basis set).

The geometry in ORCA input format:
```
! wB97M-V def2-TZVPD RIJCOSX def2/J DEFGRID3
* xyz -2 2
K -0.08244 -2.32208 -0.43889
C -4.74402 -4.00366 -0.38626
Si -3.86198 -2.33672 -0.22256
C -5.16246 -0.99545 0.12603
C -3.12476 -1.93435 -1.90170
N -2.60888 -2.34572 0.93686
C -2.65356 -2.58658 2.22278
C -3.85193 -2.88855 2.94673
C -3.88302 -3.07161 4.30508
C -2.69469 -2.98219 5.05701
C -1.50221 -2.74109 4.42542
C -1.38705 -2.57220 3.00861
N -0.25302 -2.40219 2.37961
Si 1.34872 -2.30581 2.96968
C 1.92848 -3.92420 3.76644
C 1.55740 -0.89917 4.24445
C 2.47610 -1.97951 1.50660
H -5.48226 -3.96855 -1.19338
H -5.25879 -4.29013 0.53267
H -4.01233 -4.77762 -0.62285
H -5.89529 -0.96399 -0.68691
H -4.68405 -0.01559 0.18193
H -5.69752 -1.16200 1.06168
H -3.89834 -1.79540 -2.66153
H -2.46746 -2.73694 -2.24105
H -2.54187 -1.01599 -1.84458
H -4.77187 -2.96259 2.37714
H -4.82301 -3.28870 4.80173
H -2.72413 -3.11600 6.13325
H -0.58749 -2.68985 5.00771
H 1.41111 -4.13948 4.70301
H 3.00302 -3.87552 3.97146
H 1.75305 -4.75463 3.08067
H 1.79981 -1.29928 5.23318
H 0.63212 -0.32799 4.33401
H 2.35446 -0.20927 3.95802
H 2.59300 -2.87318 0.88771
H 3.46739 -1.69987 1.87985
H 2.12511 -1.17572 0.85245
F -1.16490 -4.51914 -1.21941
As 0.05022 -5.78379 -1.34526
F 0.24620 -5.40909 -3.03344
F -1.17913 -6.94761 -1.74271
F 1.28523 -7.00014 -1.46703
F -0.14275 -6.12215 0.34395
F 1.23744 -4.55525 -0.93889
N 0.90666 -0.08584 -1.16009
P 1.11225 1.41061 -1.21628
N -0.01796 2.29204 -2.16483
C -1.08717 1.53477 -2.78770
C -2.32065 2.40926 -2.95618
C -2.02927 3.55649 -3.93758
C -0.54056 3.93456 -3.90317
C 0.04914 3.69959 -2.51558
N 2.54444 2.13138 -1.85849
C 3.75337 1.89462 -1.07494
C 4.99970 2.33950 -1.85353
C 4.64712 3.50375 -2.77131
C 3.65023 3.02299 -3.83759
C 2.77617 1.89555 -3.26969
N 1.16984 2.17166 0.32120
C 1.25468 3.60660 0.49031
C 1.87896 3.95765 1.84051
C 1.14927 3.25554 3.00797
C 0.01615 2.37050 2.49670
C 0.52148 1.43216 1.41106
H -1.27608 0.66940 -2.16031
H -0.78876 1.13091 -3.77145
H -2.58361 2.80926 -1.97237
H -3.17026 1.81130 -3.29325
H -2.64388 4.42813 -3.69061
H -2.30708 3.26118 -4.95380
H -0.39703 4.97900 -4.19708
H 0.01620 3.32578 -4.62148
H -0.49667 4.33355 -1.79633
H 1.09122 4.02610 -2.48587
H 3.83247 0.83401 -0.79154
H 3.67377 2.46592 -0.14707
H 5.38354 1.51431 -2.46159
H 5.79610 2.59963 -1.15147
H 5.54015 3.93020 -3.23782
H 4.19059 4.29795 -2.17343
H 4.18407 2.66423 -4.72426
H 3.01944 3.85563 -4.16199
H 3.25332 0.91608 -3.42734
H 1.81700 1.84391 -3.78540
H 0.27514 4.10756 0.40333
H 1.87517 4.00411 -0.31618
H 1.86561 5.04516 1.97012
H 2.92937 3.65550 1.82014
H 0.76779 3.98957 3.72407
H 1.85431 2.62730 3.55958
H -0.80130 2.98556 2.10778
H -0.40443 1.77366 3.30889
H -0.29400 0.81810 1.02080
H 1.23630 0.73017 1.85587
*
```

As for the orbital gap (alpha / beta): 5.32 / 6.20 eV. The HOMO energy (alpha / beta) comes out at -1.12 / -2.01 eV. As for the LUMO energy (alpha / beta): 4.19 / 4.19 eV. For the energy above the lowest of the compared OMol25 structures with the same formula, charge and spin, the calculation gives 36.98 kJ/mol. Its expectation value of S² is 0.77.

Results of the Mulliken charge analysis, in e, for atoms 1 through 2: atom 1 (K): 0.909, atom 2 (C): -1.087

=====

# 2
Entry from the Open Molecules 2025 dataset: an isolated molecule of C9H15N3O6 (ωB97M-V with the def2-TZVPD basis set).

The geometry in ORCA input format:
```
! wB97M-V def2-TZVPD RIJCOSX def2/J DEFGRID3
* xyz 0 1
C 1.08222 0.14929 -1.86774
C -0.28423 0.33157 -1.15617
C 1.22549 -1.26787 -2.41255
C 1.14609 -2.34555 -1.33537
C 0.16342 -3.45246 -1.76880
C -1.40227 1.61544 0.63030
C -1.24653 2.99273 1.25758
C -1.41062 0.51860 1.76553
C -0.03286 0.28962 2.39081
H 3.09653 0.35292 -1.34697
H 2.13931 0.00859 -0.10228
H 1.11636 0.84818 -2.71440
H 0.44625 -1.40014 -3.17021
H 2.21702 -1.41646 -2.88641
H 2.12040 -2.81740 -1.23296
H 0.87663 -2.09458 -0.30378
H -1.23316 -2.13815 -1.31971
H 0.56834 1.79456 0.01070
H -2.34666 1.52454 0.08115
H -1.71777 -0.41577 1.29212
H -2.04195 0.79309 2.62353
H -0.64410 1.09832 4.13566
H 0.99286 0.48455 4.12932
H -3.15361 3.11672 1.07548
N 2.17219 0.53471 -0.95522
N -0.31527 1.42505 -0.32391
N 0.13303 0.69857 3.64802
O -1.21728 -0.47451 -1.25617
O 0.44544 -4.54927 -2.10948
O -1.15863 -3.04672 -1.63900
O -0.17978 3.45975 1.59715
O 0.89358 -0.22233 1.74357
O -2.45044 3.60440 1.52021
*
```

As for the orbital gap: 9.74 eV. The HOMO energy comes out at -9.65 eV. As for the LUMO energy: 0.09 eV. For the energy above the lowest of the compared OMol25 structures with the same formula, charge and spin, the calculation gives 79.83 kJ/mol. As for the structure (SMILES): NC(=O)C[C@H](NC(=O)[C@@H](N)CCC(=O)O)C(=O)O.

Results of the Mulliken charge analysis, in e, for atoms 1 through 2: atom 1 (C): 0.392, atom 2 (C): 0.314

=====

# 3
Entry from the Open Molecules 2025 dataset: a structure of composition C32H31ClN3O5SSeSiW (ωB97M-V with the def2-TZVPD basis set).

The geometry in ORCA input format:
```
! wB97M-V def2-TZVPD RIJCOSX def2/J DEFGRID3
* xyz 1 3
W -0.75940 0.08305 0.12163
Cl 2.71204 -5.96966 -2.39493
C 2.09347 -4.39197 -2.03685
C 1.77986 -3.51859 -3.08239
C 1.28408 -2.25881 -2.82420
C 1.05635 -1.85300 -1.50562
O 0.56692 -0.66076 -1.24289
C 1.40232 -2.72400 -0.45769
C 1.26047 -2.30779 0.90157
N 0.75584 -1.18794 1.29893
C 0.79870 -0.86109 2.68091
C 1.13358 -1.66560 3.73464
C 1.12320 -1.15215 5.05017
C 0.81963 0.15597 5.29511
C 0.50938 1.01935 4.21730
C 0.26637 2.40294 4.35579
C 0.06527 3.16243 3.23736
C 0.01897 2.53641 1.98266
N 0.16379 1.23534 1.82257
C 0.46763 0.48631 2.92256
C 1.92063 -3.99855 -0.73398
H 1.93061 -3.84393 -4.10300
H 1.04015 -1.57798 -3.62815
H 1.67167 -2.99161 1.64206
H 1.40163 -2.70220 3.59070
H 1.37598 -1.81210 5.86866
H 0.82886 0.55093 6.30255
H 0.26696 2.84947 5.34247
H -0.07124 4.23258 3.29496
H -0.15490 3.12233 1.09256
H 2.18706 -4.66587 0.07634
O -3.49233 1.78483 -2.11110
C -2.40579 1.36446 -1.79986
O -2.17971 0.15746 -1.33130
C -1.15540 2.22530 -1.88466
C -1.11976 3.35481 -2.71219
C 0.02620 4.09699 -2.73618
C 1.14622 3.68720 -1.97879
C 2.36672 4.40756 -1.98292
C 3.43470 3.95834 -1.26557
C 3.33879 2.75463 -0.53020
C 2.17693 2.03906 -0.49986
C 1.04519 2.51091 -1.20339
N -0.14851 1.84575 -1.12490
H -1.98872 3.59335 -3.30785
H 0.10028 4.98575 -3.35078
H 2.43326 5.31360 -2.57175
H 4.36238 4.51396 -1.26329
H 4.20390 2.39313 0.00988
H 2.10704 1.10622 0.04114
C -4.23544 3.32779 0.46228
S -3.74993 1.67046 0.91766
C -4.07011 1.81099 2.67058
O -2.20753 1.74566 0.84994
H -5.28176 3.45484 0.73922
H -4.12897 3.42016 -0.61496
H -3.60255 4.03905 0.99098
H -5.14305 1.91912 2.82682
H -3.52850 2.67451 3.05564
H -3.70855 0.89218 3.12530
C -2.81531 -4.37628 1.07368
Si -2.87246 -3.21635 2.53012
C -4.57682 -2.88756 3.19913
C -1.59770 -3.59710 3.83663
Se -2.30382 -1.14938 1.67133
H -3.10966 -5.39882 1.32198
H -1.80136 -4.40086 0.67000
H -3.48189 -4.01056 0.29126
H -5.12101 -3.81977 3.36878
H -5.14139 -2.28820 2.48462
H -4.52852 -2.34884 4.14687
H -1.88069 -4.45003 4.45885
H -1.45604 -2.72997 4.48246
H -0.64382 -3.83154 3.36088
O -2.14880 -2.96394 -2.24598
C -1.59225 -2.68354 -1.30992
*
```

As for the orbital gap (alpha / beta): 5.99 / 6.83 eV. The HOMO energy (alpha / beta) comes out at -9.56 / -10.40 eV. As for the LUMO energy (alpha / beta): -3.58 / -3.56 eV. For the energy above the lowest of the compared OMol25 structures with the same formula, charge and spin, the calculation gives 0.00 kJ/mol. Its expectation value of S² is 2.02.

Results of the Mulliken charge analysis, in e, for atoms 1 through 2: atom 1 (W): 1.864, atom 2 (Cl): -0.208

=====

# 4
Entry from the Open Molecules 2025 dataset: an isolated molecule of C3H6N4S (ωB97M-V with the def2-TZVPD basis set).

The geometry in ORCA input format:
```
! wB97M-V def2-TZVPD RIJCOSX def2/J DEFGRID3
* xyz 0 1
C -0.33444 -1.55512 1.25196
C -0.29137 -1.53286 -0.24691
C 1.65399 1.01085 -1.74692
H -1.32472 0.86827 0.31386
H 0.11709 -2.33793 1.77548
H -0.79324 -2.46967 -0.66539
H 0.86115 0.43782 0.30124
H 2.10902 1.75952 -1.12561
H 1.11365 0.23763 -3.39646
N -0.71225 -0.58910 2.02807
N 0.14210 -0.68531 -1.08072
N 0.62141 0.48585 -0.76231
N 1.68849 0.89877 -2.94208
S -1.27689 0.82473 1.65921
*
```

As for the orbital gap: 9.27 eV. The HOMO energy comes out at -9.08 eV. As for the LUMO energy: 0.19 eV. For the energy above the lowest of the compared OMol25 structures with the same formula, charge and spin, the calculation gives 396.36 kJ/mol. As for the structure (SMILES): [H]/N=C\N/N=C\C=N/S.

Results of the Mulliken charge analysis, in e, for atoms 1 through 2: atom 1 (C): -0.182, atom 2 (C): -0.093